A cluster of 2 separate species, C4H9NO in total in a non-equilibrium geometry, computed with ωB97M-V/def2-TZVPD.

- Orbital gap: 8.400 eV
- HOMO level: -7.700 eV
- Multiplicity: 1
- SMILES string: C=C/C=C/N.O

Positions of all 15 atoms, in Å:
H (-1.1958, 1.9491, -0.3442)
H (0.3448, 1.6035, -0.9095)
H (6.2477, 1.9186, -3.0335)
H (-0.8744, -1.8769, 2.1499)
N (-0.3732, 1.3688, -0.2461)
O (5.8268, 2.6785, -2.6223)
H (0.5087, -0.3038, 0.4954)
H (-2.6831, -3.3274, 2.2367)
C (-2.7618, -2.4791, 1.5672)
H (4.9811, 2.7839, -3.0682)
C (-0.4742, 0.1065, 0.3155)
H (-2.5738, -0.0102, 0.3704)
C (-1.7104, -1.6550, 1.5025)
C (-1.6321, -0.4746, 0.6387)
H (-3.6302, -2.2820, 0.9474)

The molecule C4H9NO in a non-equilibrium geometry, computed with ωB97M-V/def2-TZVPD.

- Orbital gap: 10.418 eV
- HOMO level: -9.561 eV
- Multiplicity: 1
- SMILES string: CC(C)C(N)=O

Positions of all 15 atoms, in Å:
H (1.4320, 0.5239, -0.1071)
N (-1.3410, 0.4573, -1.5121)
H (-0.2160, 2.1809, 0.4641)
C (-0.3156, -0.3154, -1.0383)
H (1.2541, -2.0761, -0.1606)
O (-0.1163, -1.3942, -1.5735)
H (0.1947, -1.9841, 1.2072)
H (-1.3574, 1.4619, -1.4492)
C (0.4865, 0.0653, 0.2040)
H (0.3379, 1.4950, 1.9576)
H (1.8680, -1.3245, 1.2974)
H (-1.7442, 0.0328, -2.3369)
H (-1.2512, 1.0588, 1.3198)
C (0.9720, -1.4113, 0.6861)
C (-0.2033, 1.2297, 1.0415)

The molecule C4H9NO in a non-equilibrium geometry, computed with ωB97M-V/def2-TZVPD.

- Orbital gap: 10.520 eV
- HOMO level: -9.496 eV
- Multiplicity: 1
- SMILES string: C[C@@H](N)[C@@H]1CO1

Positions of all 15 atoms, in Å:
H (0.0734, 0.9901, -0.8466)
C (0.2422, -0.7745, 0.1358)
H (0.2064, -1.3454, 1.0884)
N (0.9188, 1.4014, 1.0236)
H (-1.3828, 2.2000, 0.3555)
C (-1.4388, 1.1260, 0.5427)
H (1.1805, -0.7916, -1.8278)
H (-1.6492, 0.8978, 1.5988)
C (-0.0399, 0.6941, 0.1680)
H (1.1910, -2.4461, -0.9713)
H (1.9018, 1.0138, 0.7836)
O (-0.5381, -1.4130, -0.8783)
H (0.8683, 2.4446, 0.8382)
H (-2.1918, 0.6413, -0.1230)
C (0.8491, -1.3973, -1.0190)

A cluster of 2 separate species, C4H9NO in total in a non-equilibrium geometry, computed with ωB97M-V/def2-TZVPD.

- Orbital gap (alpha / beta): 8.157 / 7.781 eV
- HOMO level (alpha / beta): -16.127 / -15.950 eV
- Net charge: +1
- <S²>: 0.757
- Multiplicity: 2

Positions of all 15 atoms, in Å:
O (0.9879, 0.2614, -1.4322)
H (0.2315, 1.7291, -3.9376)
N (-0.8756, 1.0457, 1.6325)
H (-1.2024, 1.1605, -0.4773)
H (0.8615, -2.0657, 1.2453)
C (-0.6936, 0.6089, 0.3188)
H (-0.1783, -0.8455, 2.0456)
C (0.7968, 0.3093, -0.1917)
C (-0.1448, -1.6345, 1.2502)
C (-0.3773, -0.8188, 0.0205)
H (-0.5556, -1.3574, -0.9110)
H (-0.8861, -2.3885, 1.4868)
H (1.6231, 0.6469, 0.4437)
H (-0.2150, 1.7962, 1.8343)
H (0.6280, 1.5524, -3.3281)

A cluster of 2 separate species, C4H9NO2 in total in a non-equilibrium geometry, computed with ωB97M-V/def2-TZVPD.

- Orbital gap: 8.883 eV
- HOMO level: -8.638 eV
- Multiplicity: 1
- SMILES string: C/C=C\O.NC=O

Positions of all 16 atoms, in Å:
C (-0.9049, 0.4851, 0.3569)
H (0.6252, -0.0974, 1.7717)
O (1.5374, -1.1504, -1.1553)
H (1.9561, 1.8118, -0.0289)
C (1.2699, -0.0294, -0.6857)
H (0.4139, 0.5983, -1.1827)
H (0.4595, -2.1424, 0.3824)
H (-0.8690, 1.5211, 0.6822)
O (-0.2657, -1.7650, 0.9334)
C (-0.0227, -0.4141, 0.9607)
H (2.9695, 0.4899, 0.2880)
N (2.2743, 0.8978, -0.3274)
H (-1.9451, -0.9139, -0.8798)
H (-2.4472, 0.7815, -1.1005)
H (-2.9282, -0.1112, 0.3558)
C (-2.1229, 0.0383, -0.3709)

A cluster of 2 separate species, C4H9NO2 in total in a non-equilibrium geometry, computed with ωB97M-V/def2-TZVPD.

- Orbital gap: 8.125 eV
- HOMO level: -8.530 eV
- Multiplicity: 1
- SMILES string: C=NC(=C)C.OO

Positions of all 16 atoms, in Å:
H (-0.5358, -0.9076, 0.6894)
C (-1.5886, 1.5447, 0.0857)
H (0.2034, -2.1817, 3.1057)
H (-1.7815, 2.0589, -0.8566)
H (-2.2898, 1.6838, 0.8994)
H (1.6962, -0.6654, 0.6452)
N (-0.5679, 0.8460, 0.3022)
C (1.6308, -0.0181, -0.2281)
H (0.5896, 0.0392, -2.7275)
O (-0.8365, -1.3316, 1.7783)
H (2.2319, -0.4655, -1.0160)
C (0.1793, 0.0743, -0.6302)
H (-1.1671, 0.2533, -2.2971)
O (0.3530, -1.9818, 2.1717)
C (-0.1579, 0.0938, -1.9534)
H (2.0408, 0.9577, 0.0314)

Ordered energy above the lowest of the compared OMol25 structures with the same formula, charge and spin results: 203.1, 88.1, 240.8, 572.9, 343.4, 728.1; unit kJ/mol.